1.
{"formula": "C25H40CaCl4N3O3Si", "method": "ωB97M-V with the def2-TZVPD basis set", "elements": ["C", "C", "H", "H", "H", "C", "C", "H", "H", "H", "H", "Ca", "Cl", "Cl", "H", "H", "C", "C", "N", "H", "C", "O", "H", "H", "H", "H", "H", "H", "C", "C", "N", "H", "C", "O", "H", "H", "H", "H", "O", "C", "C", "C", "H", "C", "H", "C", "H", "C", "C", "H", "H", "H", "Si", "Cl", "C", "C", "C", "H", "H", "H", "H", "H", "H", "H", "H", "H", "Cl", "C", "C", "C", "C", "N", "C", "H", "H", "H", "H"], "coordinates": [[4.6112, -2.2188, -3.1660], [4.1220, -1.0134, -2.3760], [5.6706, -2.3997, -2.9143], [4.5586, -2.0290, -4.2487], [4.0167, -3.0982, -2.8804], [4.9042, 0.1376, -2.3285], [6.1773, 0.3052, -3.0636], [4.6626, 0.9064, -1.6019], [6.0870, 0.3352, -4.1615], [6.9191, -0.4710, -2.8168], [6.6405, 1.2614, -2.7929], [-1.8532, 0.3745, -0.0980], [-0.7806, -1.9318, 0.6958], [-3.6446, 0.8878, -1.8407], [-6.9099, -1.3792, 1.3030], [-5.9138, -4.0333, 1.3887], [-6.2371, -1.3719, 0.4380], [-5.2972, -3.6590, 0.5600], [-5.0780, -2.2239, 0.6776], [-5.9173, -0.3468, 0.2201], [-3.9141, -1.7168, 1.1091], [-3.6690, -0.4964, 1.2161], [-4.3395, -4.1918, 0.5685], [-3.1376, -2.4751, 1.3180], [-6.7891, -1.7854, -0.4151], [-5.8307, -3.8638, -0.3749], [0.5413, 2.0892, -3.9667], [2.9729, 2.7832, -2.9543], [0.1308, 2.9116, -3.3667], [2.3624, 3.6046, -2.5375], [1.0093, 3.1665, -2.2242], [-0.8696, 2.6511, -3.0021], [0.5499, 3.1552, -0.9510], [-0.5759, 2.7490, -0.6014], [2.8428, 3.9740, -1.6169], [1.2735, 3.5801, -0.2212], [0.1030, 3.8061, -4.0027], [2.3347, 4.4030, -3.2969], [2.5121, -0.8633, -2.5882], [2.9957, -1.3064, -1.3586], [2.7854, 0.9862, -0.3425], [2.7279, -0.4152, -0.2071], [2.6888, 1.4334, -1.3335], [3.0579, 1.7666, 0.7752], [2.8289, -2.3906, -1.1996], [2.3969, -0.9413, 1.0535], [3.3468, 2.8176, 0.6570], [2.9658, 1.1834, 2.0452], [2.5176, -0.1410, 2.1772], [2.0075, -1.9577, 1.1279], [3.1599, 1.7807, 2.9354], [2.3060, -0.5542, 3.1665], [0.3002, -1.4272, -3.4689], [0.0812, 0.1295, -1.7291], [-1.1152, -0.7093, -4.5246], [-0.2872, -2.9384, -2.5498], [1.7327, -1.8246, -4.5858], [-1.9109, -0.2483, -3.9189], [-1.5783, -1.5257, -5.1016], [-0.7585, 0.0459, -5.2465], [2.3180, -0.9272, -4.8684], [1.3099, -2.2743, -5.5057], [2.3942, -2.5915, -4.1249], [0.4142, -3.2131, -1.7500], [-0.3907, -3.7792, -3.2524], [-1.2642, -2.7454, -2.0758], [-0.2033, -0.5582, 5.5573], [-0.3569, 0.6959, 4.3949], [0.1484, 1.9759, 4.6401], [0.0447, 2.9168, 3.6188], [-0.5975, 2.5567, 2.4281], [-1.0676, 1.3317, 2.1916], [-0.9548, 0.3982, 3.1563], [0.6213, 2.1932, 5.5936], [0.4532, 3.9156, 3.7078], [-0.7214, 3.2854, 1.6282], [-1.3151, -0.6007, 2.9277]], "forces_ev_per_a": [[0.16, 0.33, 0.42], [1.27, -0.10, 1.75], [-0.37, -0.03, -0.06], [-0.05, -0.18, 0.33], [0.24, 0.10, -0.35], [-0.60, 0.01, 0.34], [0.45, 0.16, -0.45], [0.18, -0.25, -0.10], [0.08, -0.13, -0.04], [0.16, -0.02, -0.18], [-0.02, -0.08, 0.01], [-0.14, 0.41, 0.76], [-0.15, -0.36, 0.32], [-0.37, 0.05, -0.31], [0.10, 0.03, 0.00], [0.07, 0.05, -0.11], [0.05, 0.01, -0.23], [0.11, 0.10, 0.22], [-0.22, 0.16, 0.18], [0.01, -0.33, 0.02], [0.29, 0.68, -0.18], [-0.50, -1.31, 0.11], [-0.21, 0.17, -0.05], [-0.16, 0.28, -0.09], [0.14, 0.24, 0.10], [0.22, 0.00, 0.11], [-0.18, 0.07, 0.19], [-0.26, 0.15, 0.24], [0.15, -0.27, 0.20], [0.11, 0.01, 0.02], [-0.32, 0.45, 0.32], [0.30, 0.03, -0.16], [-0.96, -0.30, -0.35], [1.21, 0.63, -0.24], [-0.10, -0.12, -0.41], [-0.26, -0.34, -0.26], [-0.08, -0.04, 0.18], [-0.04, -0.10, 0.33], [-2.12, 0.32, -0.60], [0.64, 0.16, -0.98], [0.71, -0.27, 0.06], [-0.46, 0.02, 0.50], [0.43, -0.43, 0.35], [-0.41, -0.30, 0.30], [-0.11, 0.40, 0.43], [0.46, 0.10, -0.45], [-0.26, -0.32, 0.12], [-0.29, -0.06, 0.15], [0.22, 0.56, 0.28], [0.42, 0.19, 0.00], [-0.01, -0.10, -0.14], [0.04, 0.15, -0.25], [0.11, 0.72, 0.85], [0.57, -0.74, -1.85], [0.06, 0.11, 0.08], [-0.13, -0.05, 0.09], [-0.12, -0.72, -1.28], [0.30, -0.15, -0.07], [0.20, 0.11, 0.05], [-0.05, -0.26, 0.23], [-0.30, -0.60, 0.20], [0.08, 0.15, -0.03], [-0.63, 0.77, -0.39], [-0.19, 0.05, -0.19], [0.07, 0.14, 0.12], [0.41, -0.07, -0.15], [0.02, -0.22, 0.35], [-0.22, 0.58, -1.10], [-0.13, -0.36, -0.39], [-0.37, -0.44, -0.18], [0.32, 0.18, 0.36], [-0.03, -0.37, 0.54], [0.42, 0.76, 0.34], [-0.02, 0.02, -0.17], [-0.06, -0.06, 0.15], [0.07, -0.28, 0.09], [0.07, 0.13, -0.01]], "total_energy_ha": -4174.6819, "total_charge": -1, "e_homo_ev": -2.277, "de_lowest_kcal_mol": 14.9}

2.
{"formula": "C25H40GeO7PSeTi", "method": "ωB97M-V with the def2-TZVPD basis set", "elements": ["Ti", "O", "C", "C", "O", "O", "C", "C", "C", "C", "C", "C", "C", "C", "C", "C", "C", "C", "H", "H", "H", "H", "H", "H", "H", "H", "H", "H", "H", "C", "C", "C", "O", "H", "H", "H", "H", "H", "H", "C", "O", "P", "O", "C", "O", "C", "H", "H", "H", "H", "H", "H", "H", "H", "H", "C", "Ge", "C", "C", "C", "Se", "C", "H", "H", "H", "H", "H", "H", "H", "H", "H", "H", "H", "H", "H", "H"], "coordinates": [[-0.1335, -0.4658, -0.0513], [1.7836, 0.3128, -0.1439], [2.5750, 0.4483, 1.1208], [1.5054, 0.2760, 2.2044], [1.5891, 0.4064, 3.3604], [0.2590, -0.1056, 1.6002], [3.5761, -0.6808, 1.1474], [3.3185, -1.8756, 1.8150], [4.2405, -2.9101, 1.7590], [5.4076, -2.7626, 1.0217], [5.6633, -1.5758, 0.3470], [4.7557, -0.5303, 0.4165], [3.1652, 1.8415, 1.2084], [2.8676, 2.8341, 0.2811], [3.4356, 4.0956, 0.4119], [4.2797, 4.3695, 1.4760], [4.5689, 3.3790, 2.4065], [4.0216, 2.1149, 2.2729], [2.4164, 0.2514, -0.8767], [2.4324, -1.9965, 2.4295], [4.0622, -3.8212, 2.3144], [6.1336, -3.5641, 0.9939], [6.5848, -1.4535, -0.2058], [4.9835, 0.4157, -0.0620], [2.2187, 2.6350, -0.5634], [3.2261, 4.8609, -0.3234], [4.7206, 5.3517, 1.5770], [5.2316, 3.5896, 3.2346], [4.2602, 1.3433, 2.9942], [-1.0620, 2.7624, -2.7501], [-0.8145, 2.2766, -1.3782], [-0.7815, 3.2256, -0.2430], [-0.6179, 1.0512, -1.1910], [-0.2144, 3.3901, -3.0488], [-1.9302, 3.4259, -2.7599], [-1.1874, 1.9486, -3.4581], [-1.7740, 3.6733, -0.1268], [-0.1167, 4.0596, -0.4831], [-0.4660, 2.7537, 0.6852], [1.8768, -5.1244, -1.4544], [1.4596, -3.7721, -1.0298], [0.0199, -3.2201, -1.2805], [-0.2781, -2.4608, 0.2317], [-0.7977, -3.2704, 1.3477], [0.3979, -1.5979, -1.7265], [1.3397, -1.4065, -2.8282], [2.1976, -5.6464, -0.5599], [2.7022, -4.9955, -2.1457], [1.0471, -5.6434, -1.9309], [-0.8298, -2.6202, 2.2164], [-0.1017, -4.0881, 1.5184], [-1.7892, -3.6332, 1.0886], [2.3514, -1.5777, -2.4648], [1.1992, -0.3951, -3.1994], [1.1066, -2.1142, -3.6225], [-6.3366, 0.3456, 1.0737], [-5.7212, 0.1934, -0.7614], [-5.8471, -1.6186, -1.4415], [-6.4547, 1.5417, -1.9420], [-3.7197, 0.5925, -0.7882], [-2.7317, -0.4912, 0.4834], [-2.8454, 0.6359, 2.0651], [-7.4159, 0.1910, 1.0871], [-6.1451, 1.3358, 1.4878], [-5.8994, -0.4170, 1.7204], [-6.8900, -1.9349, -1.4449], [-5.2950, -2.3200, -0.8140], [-5.4756, -1.6822, -2.4644], [-7.5303, 1.3890, -2.0323], [-6.0229, 1.4728, -2.9401], [-6.2923, 2.5441, -1.5468], [-3.4967, 1.6375, -0.5662], [-3.3384, 0.3321, -1.7767], [-3.9005, 0.6963, 2.3181], [-2.4402, 1.6198, 1.8485], [-2.2874, 0.1518, 2.8615]], "forces_ev_per_a": [[-0.08, 0.03, -0.17], [0.10, -0.07, -0.04], [-0.02, 0.03, 0.04], [-0.10, -0.06, -0.11], [0.05, 0.03, 0.02], [-0.04, 0.07, 0.24], [0.04, 0.01, -0.02], [0.00, 0.00, 0.01], [0.00, -0.01, -0.01], [0.01, -0.02, 0.00], [0.00, 0.01, 0.00], [-0.03, 0.00, 0.02], [-0.01, 0.00, 0.01], [0.01, 0.02, 0.00], [-0.01, -0.02, 0.00], [0.01, 0.01, 0.00], [0.01, 0.02, 0.01], [-0.03, -0.03, -0.02], [0.02, -0.02, 0.02], [0.00, 0.00, 0.00], [0.00, 0.00, 0.00], [0.00, 0.00, 0.00], [0.00, 0.00, 0.00], [0.01, 0.00, 0.00], [0.00, -0.01, 0.00], [0.00, 0.01, 0.00], [0.00, 0.00, 0.00], [0.00, 0.00, 0.00], [0.01, 0.00, 0.00], [0.00, 0.01, 0.01], [0.03, -0.01, 0.05], [0.00, 0.00, -0.02], [0.01, 0.13, -0.07], [0.00, 0.00, 0.00], [0.00, 0.00, 0.00], [0.00, 0.00, 0.00], [-0.01, 0.00, 0.00], [0.00, 0.00, 0.00], [-0.01, 0.01, 0.00], [0.00, 0.00, 0.01], [0.03, 0.01, 0.02], [0.08, 0.05, -0.12], [-0.06, -0.07, 0.13], [0.03, 0.00, 0.00], [-0.01, -0.17, 0.09], [-0.04, 0.04, -0.09], [0.00, 0.00, 0.00], [0.00, 0.00, 0.00], [0.00, 0.00, 0.00], [0.00, -0.01, 0.00], [-0.01, 0.00, 0.00], [0.00, 0.00, 0.00], [-0.01, 0.01, 0.00], [0.01, 0.00, 0.01], [-0.02, 0.02, 0.00], [0.00, 0.00, 0.04], [-0.01, 0.02, -0.01], [0.01, -0.04, 0.00], [-0.01, 0.02, -0.01], [0.02, -0.01, 0.04], [0.03, -0.02, -0.06], [0.01, 0.00, -0.01], [0.00, 0.00, 0.01], [0.00, 0.00, 0.01], [0.00, 0.00, 0.01], [0.00, 0.00, -0.01], [-0.01, -0.01, 0.00], [0.00, -0.01, 0.00], [0.00, 0.00, 0.00], [0.00, 0.01, 0.00], [0.00, 0.01, -0.01], [0.00, 0.00, -0.01], [0.01, 0.01, 0.00], [0.00, 0.01, 0.01], [-0.01, 0.01, 0.01], [0.00, 0.00, 0.00]], "total_energy_ha": -7171.6465, "total_charge": 3, "e_homo_ev": -16.568, "de_lowest_kcal_mol": 8.3}